Below is a structure of composition C6H9AsF6I2NO5Ti, with properties calculated with ωB97M-V with the def2-TZVPD basis set.

Each line ends with the natural charge from an NBO analysis.
CARTESIAN COORDINATES (ANGSTROEM)
Ti -0.66502 -1.47047 -0.08786  1.84
O 2.16215 0.28717 -1.41906  -0.72
C 2.67715 0.96472 -0.29711  -0.08
C 2.04160 2.34283 -0.26674  -0.24
N 0.63832 2.36373 0.15485  -0.22
C 0.35618 2.28582 1.48692  -0.28
C 0.04982 0.59581 2.05277  0.89
O 0.75137 0.32980 2.97328  -0.50
O -0.85826 0.10292 1.37316  -0.69
C -0.44082 2.49123 -0.81076  -0.33
C -1.35735 1.26546 -0.95019  0.83
O -2.56434 1.43694 -0.88160  -0.58
O -0.77991 0.14065 -1.19527  -0.72
H 2.39283 -0.64419 -1.36400  0.49
H 3.76168 1.10243 -0.37457  0.18
H 2.46926 0.43312 0.63722  0.19
H 2.10265 2.78010 -1.26245  0.23
H 2.59321 2.97859 0.42800  0.22
H -0.60828 2.71091 1.76075  0.24
H 1.18126 2.57991 2.12496  0.24
H -0.01001 2.69570 -1.78946  0.25
H -1.07638 3.32726 -0.51866  0.23
I -3.67094 -1.05864 -0.80217  0.19
I -6.92993 -0.59827 -0.42856  -0.11
F -0.36332 -2.41084 -1.54400  -0.49
As -0.32434 -5.28821 -0.09953  1.90
F -1.41511 -2.60450 1.05787  -0.52
F 1.00244 -1.60994 0.51837  -0.53
F -1.04129 -5.96802 1.30734  -0.63
F -0.26751 -6.77643 -0.97079  -0.63
F -1.80710 -4.78557 -0.81273  -0.63

Properties
- multiplicity = 4
- molecular weight (g mol⁻¹) = 665.73
- E (hartree) = -4945.0429
- relative energy (zero: lowest compared OMol25 entry of this formula, charge and spin) (eV) = 0.000
- frontier orbital gap (spin up / spin down) (Ha) = 0.301 / 0.225